A cluster of 10 separate species, C36H98N6O10 in total in a non-equilibrium geometry, computed with ωB97M-V/def2-TZVPD.

The geometry in ORCA input format:
```
! wB97M-V def2-TZVPD RIJCOSX def2/J DEFGRID3
* xyz 0 1
C 0.132 2.720 3.840
O -0.225 1.631 4.738
C 0.069 0.333 4.118
C -0.587 -0.685 5.071
C 0.137 -0.780 6.450
N -0.604 -1.967 4.388
H -0.393 2.768 2.886
H 1.214 2.721 3.702
H 0.046 3.708 4.294
H -0.367 0.346 3.119
H 1.115 0.158 3.865
H -1.591 -0.313 5.273
H 1.112 -1.263 6.391
H -0.516 -1.286 7.161
H 0.421 0.212 6.802
H 0.338 -2.268 4.180
H -0.917 -2.703 5.005
C -4.564 2.684 -5.147
O -4.346 1.582 -4.300
C -3.498 0.626 -4.910
C -3.278 -0.640 -4.011
C -2.178 -1.588 -4.522
N -4.434 -1.473 -3.962
H -4.754 2.424 -6.189
H -3.753 3.412 -5.136
H -5.464 3.216 -4.841
H -3.931 0.344 -5.870
H -2.492 0.961 -5.163
H -2.982 -0.415 -2.987
H -1.949 -2.339 -3.767
H -1.240 -1.041 -4.612
H -2.362 -2.051 -5.492
H -5.142 -1.083 -3.355
H -4.137 -2.269 -3.415
C 2.120 1.087 -5.114
O 1.136 1.955 -4.459
C 1.758 3.131 -3.988
C 0.637 4.003 -3.449
C -0.382 4.363 -4.505
N 1.162 5.274 -3.062
H 2.884 0.833 -4.379
H 2.493 1.596 -6.002
H 1.641 0.128 -5.311
H 2.570 2.922 -3.291
H 2.247 3.687 -4.787
H 0.186 3.484 -2.603
H -0.756 3.398 -4.845
H 0.027 4.952 -5.326
H -1.158 4.982 -4.053
H 1.875 5.260 -2.347
H 1.690 5.748 -3.780
C -1.739 5.425 1.773
O -1.986 5.192 0.411
C -2.701 3.961 0.275
C -3.153 3.845 -1.226
C -4.142 4.922 -1.671
N -3.904 2.548 -1.447
H -0.898 4.786 2.044
H -2.560 5.246 2.468
H -1.526 6.492 1.828
H -2.082 3.111 0.562
H -3.615 3.972 0.869
H -2.290 3.845 -1.892
H -3.827 5.897 -1.301
H -5.016 4.768 -1.037
H -4.350 4.986 -2.739
H -3.289 1.782 -1.211
H -4.057 2.486 -2.443
C 3.908 0.043 1.557
O 3.679 -1.346 1.308
C 2.608 -2.001 1.950
C 2.903 -2.375 3.420
C 4.124 -3.156 3.619
N 1.884 -3.260 3.961
H 4.247 0.198 2.581
H 2.985 0.613 1.448
H 4.691 0.483 0.939
H 1.655 -1.485 1.833
H 2.422 -2.894 1.353
H 2.905 -1.484 4.047
H 4.333 -3.454 4.646
H 5.038 -2.734 3.199
H 4.018 -4.090 3.068
H 2.110 -3.636 4.870
H 1.682 -4.045 3.359
C 1.231 -2.554 -3.908
O 2.619 -2.716 -3.570
C 2.801 -3.543 -2.437
C 4.310 -3.584 -1.966
C 4.391 -4.514 -0.787
N 4.572 -2.244 -1.426
H 0.772 -1.835 -3.229
H 0.789 -3.550 -3.934
H 1.184 -2.017 -4.855
H 2.188 -3.263 -1.580
H 2.402 -4.543 -2.604
H 5.055 -3.864 -2.711
H 3.714 -4.261 0.029
H 5.429 -4.541 -0.454
H 4.091 -5.545 -0.978
H 4.158 -1.558 -2.041
H 4.208 -2.031 -0.508
C -4.814 -0.982 2.005
C -3.743 -1.295 3.065
C -3.842 -2.750 3.471
O -2.486 -1.070 2.497
H -5.795 -1.274 2.380
H -4.545 -1.382 1.028
H -4.804 0.096 1.841
H -3.896 -0.691 3.959
H -3.551 -3.409 2.652
H -4.847 -3.080 3.734
H -3.081 -3.005 4.209
H -1.851 -1.300 3.179
C 1.455 3.666 0.184
C 2.759 3.944 0.899
C 3.441 5.227 0.393
O 2.449 4.295 2.236
H 1.042 2.716 0.524
H 1.635 3.534 -0.883
H 0.671 4.407 0.337
H 3.549 3.193 0.894
H 2.660 5.986 0.434
H 3.748 5.059 -0.639
H 4.282 5.575 0.993
H 1.856 5.048 2.308
C 0.258 -5.213 1.596
C 0.754 -6.236 2.634
C 0.616 -7.692 2.178
O 2.088 -5.932 2.981
H -0.739 -5.447 1.222
H 0.859 -5.176 0.688
H 0.263 -4.188 1.965
H 0.258 -6.159 3.602
H 0.900 -7.876 1.142
H -0.433 -7.989 2.167
H 1.148 -8.342 2.873
H 2.334 -6.558 3.665
C -0.194 -1.269 -0.130
C -0.670 0.229 -0.174
C -0.568 0.930 -1.532
O -2.002 0.343 0.172
H -0.446 -1.729 0.825
H 0.888 -1.233 -0.261
H -0.665 -1.896 -0.888
H -0.094 0.816 0.541
H -1.147 0.342 -2.243
H 0.442 0.969 -1.941
H -0.962 1.946 -1.549
H -2.162 -0.111 1.002
*
```

Values from the calculation:
frontier orbital gap = 8.91 eV
energy above the lowest of the compared OMol25 structures with the same formula, charge and spin = 1.325 eV
structure (SMILES) = COC[C@H](C)N.COC[C@H](C)N.COC[C@H](C)N.COC[C@H](C)N.COC[C@H](C)N.COC[C@H](C)N.CC(C)O.CC(C)O.CC(C)O.CC(C)O
E = -2511.15156 a.u.
HOMO energy = -8.58 eV